This record from OMol25 describes C29H38N4NiO2P2 as an isolated structure at a distorted geometry. The level of theory is wB97M-V/def2-TZVPD.

Last column: Mulliken spin population.
CARTESIAN COORDINATES (ANGSTROEM)
Ni  -0.567  -3.089  3.341  1.3268
C  -0.901  2.251  4.340  0.0005
C  -1.251  1.332  3.435  0.0033
C  -0.766  1.131  2.010  0.0044
C  0.556  0.400  1.672  -0.0163
C  1.833  0.748  2.423  -0.0024
C  2.049  1.820  3.203  -0.0022
C  1.251  3.081  3.143  0.0003
C  0.239  3.232  4.290  -0.0001
C  0.969  -1.994  4.272  0.2659
H  -1.496  2.274  5.274  0.0002
H  -2.025  0.607  3.739  -0.0052
H  -0.748  2.103  1.495  0.0001
H  -1.562  0.538  1.527  -0.0083
H  0.398  -0.689  1.769  0.0286
H  0.722  0.528  0.584  -0.0006
H  2.527  -0.098  2.470  0.0033
H  2.854  1.764  3.933  -0.0009
H  0.704  3.133  2.190  0.0001
H  1.933  3.950  3.182  0.0000
H  0.732  3.214  5.273  0.0000
H  -0.167  4.251  4.193  -0.0001
H  0.875  -0.892  4.258  -0.0387
H  1.963  -2.237  3.836  0.0377
H  0.943  -2.299  5.337  -0.0109
P  1.663  -1.142  -1.919  -0.0032
P  -1.929  -0.623  -1.606  -0.0008
N  3.043  -0.031  -2.249  0.0005
N  2.265  -2.351  -3.121  0.0001
N  -2.124  1.160  -1.868  0.0004
N  -3.487  -0.947  -2.366  0.0003
C  0.513  -0.260  -3.087  0.0003
C  -0.885  -0.895  -3.125  -0.0002
C  3.862  0.443  -1.214  -0.0001
C  4.835  1.277  -1.751  0.0000
C  4.621  1.327  -3.163  0.0000
C  3.510  0.534  -3.443  0.0000
C  2.474  -3.689  -2.738  -0.0010
C  2.869  -4.418  -3.860  -0.0002
C  2.916  -3.516  -4.964  0.0000
C  2.537  -2.260  -4.496  0.0001
C  -2.144  2.033  -0.776  0.0003
C  -1.965  3.331  -1.228  0.0000
C  -1.921  3.287  -2.648  0.0000
C  -2.013  1.947  -3.027  0.0000
C  -4.243  -0.268  -3.341  0.0000
C  -5.232  -1.121  -3.834  0.0000
C  -5.082  -2.377  -3.148  -0.0001
C  -4.020  -2.250  -2.263  0.0003
H  0.927  -0.256  -4.105  0.0000
H  0.471  0.784  -2.743  0.0001
H  -1.413  -0.545  -4.027  0.0001
H  -0.806  -1.997  -3.193  -0.0001
H  3.648  0.145  -0.195  0.0002
H  5.607  1.811  -1.210  0.0000
H  5.201  1.878  -3.899  0.0000
H  3.029  0.372  -4.399  0.0000
H  2.322  -3.985  -1.725  0.0010
H  3.091  -5.477  -3.893  0.0000
H  3.188  -3.750  -5.990  0.0000
H  2.447  -1.350  -5.053  0.0000
H  -2.347  1.665  0.210  0.0000
H  -1.847  4.209  -0.594  0.0000
H  -1.826  4.143  -3.325  0.0000
H  -2.050  1.510  -4.018  0.0000
H  -4.074  0.769  -3.591  0.0000
H  -5.966  -0.877  -4.595  0.0000
H  -5.688  -3.267  -3.301  0.0000
H  -3.600  -2.946  -1.555  0.0000
C  -1.491  -0.604  7.066  0.0265
O  -0.820  -1.317  6.015  -0.0265
C  -1.499  -1.989  5.060  0.3468
O  -2.710  -1.951  5.047  0.0642
H  -2.385  -0.073  6.729  0.0027
H  -0.782  0.124  7.437  0.0028
H  -1.754  -1.273  7.893  0.0002

Cartesian forces (eV/Å) of the 6 atoms listed first:
0.8 2.0 2.2
-0.1 -0.4 0.1
0.1 -0.5 0.4
-0.1 0.2 -0.2
0.3 0.0 -0.4
-0.5 -0.2 0.8

Results
**Energy above the lowest of the compared OMol25 structures with the same formula, charge and spin**: 84.6 kcal per mole
**Molecular weight**: 595.290 g/mol
**2S+1**: 3
**Frontier orbital gap (spin up / spin down)**: 6.178 / 7.065 eV
**Net charge**: 0
**<S²>**: 2.010
**E_HOMO (spin up / spin down)**: -7.2860 / -8.2757 eV